Version a
13
Properties=species:S:1:pos:R:3 method="wB97M-V/def2-TZVPD" homo_lumo_gap_ha="0.317 / 0.317" homo_ev="-8.7 / -8.3" charge=0
C -2.7303 0.5468 0.0352
C -1.7918 1.4092 0.2124
C 1.5686 -0.4622 -0.8771
C 1.3980 -1.2737 0.4025
C 1.2148 0.1851 0.3955
Cl 2.1327 1.3373 1.2378
H -3.7734 0.8125 -0.1504
H -2.5490 -0.5178 0.0568
H -1.6363 2.4600 0.2546
H 2.5642 -0.3255 -1.2829
H 0.8125 -0.5712 -1.6383
H 0.5189 -1.8974 0.4763
H 2.2712 -1.7032 0.8777

---

Version b
13
Properties=species:S:1:pos:R:3 method="wB97M-V/def2-TZVPD" smiles="C=C(Cl)/C=C/C" homo_lumo_gap_ha=0.334 homo_ev=-8.6 charge=0
C -2.0547 0.1590 -0.4284
C -0.7079 -0.0816 -0.4452
C 0.0814 0.3841 0.5424
C 1.4737 0.1505 0.6365
C 2.1976 -0.6993 -0.1438
H -2.6338 -0.8016 -0.1683
H -2.4147 0.3978 -1.4075
H -2.3358 1.0796 0.2974
H -0.2200 -0.7173 -1.1884
H -0.4213 1.0245 1.2788
H 3.2363 -0.8824 -0.0727
H 1.6479 -1.2987 -0.8211
Cl 2.1512 1.2855 1.9200

---

The most stable structure shown above is version b; the least stable is version a.